[1]
The following is a DFT calculation (ωB97M-V/def2-TZVPD) of a 10-piece molecular cluster, C46H122N10O13 overall.

The calculation puts the maximum force at 2.0 eV/A. The electronic energy comes out at -3351.21908 hartree. For the HOMO-LUMO gap, the calculation gives 9.03 eV. Its SMILES is COC[C@H](C)N.COC[C@H](C)N.COC[C@H](C)N.COC[C@H](C)N.COC[C@H](C)N.COC[C@H](C)N.COC[C@H](C)N.COCCNCCOC.COCCNCCOC.COCCNCCOC. The calculation puts the HOMO energy at -8.55 eV.

Geometry as ORCA input:
```
! wB97M-V def2-TZVPD RIJCOSX def2/J DEFGRID3
* xyz 0 1
C 7.40325 -1.20867 0.64971
O 6.39699 -1.47214 -0.31745
C 5.64182 -2.62350 -0.06229
C 6.29282 -3.96436 -0.41969
C 6.34926 -4.15152 -1.93813
N 5.56908 -5.10887 0.14574
H 7.61917 -0.14466 0.58561
H 8.30381 -1.80026 0.46020
H 7.05911 -1.44809 1.66270
H 5.33283 -2.67000 0.99662
H 4.70676 -2.53795 -0.62842
H 7.33482 -3.96608 -0.08105
H 6.86139 -3.33059 -2.42985
H 5.32910 -4.20870 -2.33657
H 6.80888 -5.11576 -2.15565
H 4.65600 -5.13296 -0.30868
H 5.33850 -4.93712 1.12233
C 0.96116 2.95111 -0.73238
O 1.18151 2.35105 -1.97355
C 0.01585 2.28185 -2.76243
C 0.22673 1.21266 -3.84291
C -1.09227 1.02632 -4.58315
N 0.70572 -0.03845 -3.24730
H 0.53324 2.20413 -0.04373
H 0.19060 3.73453 -0.75293
H 1.89114 3.32529 -0.31281
H -0.83219 1.96453 -2.13387
H -0.21313 3.28481 -3.14654
H 0.98162 1.63990 -4.50690
H -1.15077 1.74773 -5.39683
H -1.92272 1.01940 -3.87775
H -1.14557 0.04229 -5.05725
H 1.66516 0.15086 -2.96478
H 0.23928 -0.16061 -2.34575
C -4.81650 0.68344 -3.43225
O -5.75345 0.00462 -2.63713
C -5.63335 -1.38664 -2.71713
C -6.60428 -2.05742 -1.76880
C -6.40780 -1.61026 -0.32693
N -6.39583 -3.50477 -1.83877
H -4.75814 1.74121 -3.20044
H -5.10297 0.54165 -4.48900
H -3.82197 0.21710 -3.40770
H -5.89433 -1.73392 -3.73620
H -4.59873 -1.72541 -2.54479
H -7.59750 -1.68492 -2.06363
H -6.53774 -0.53206 -0.21289
H -5.37521 -1.80609 -0.01793
H -7.08675 -2.08004 0.38708
H -6.49848 -3.82394 -2.80069
H -7.17939 -3.94011 -1.35781
C -1.30193 1.99616 2.43984
O -1.66755 3.30238 2.82563
C -2.39917 3.30843 4.01027
C -2.61245 4.73140 4.45292
C -1.35031 5.56301 4.71538
N -3.50947 4.70542 5.62456
H -0.50488 1.56565 3.05258
H -1.01588 2.00415 1.39099
H -2.17607 1.33170 2.53476
H -3.37840 2.84541 3.81797
H -1.95883 2.75815 4.85995
H -3.14237 5.25866 3.64998
H -0.75102 5.07039 5.48563
H -1.67606 6.53470 5.09003
H -0.78229 5.72714 3.80143
H -3.53780 5.64330 6.01293
H -3.09026 4.14563 6.36404
C -5.69360 1.73375 1.30672
O -5.83899 2.99321 0.71563
C -4.75412 3.87678 0.95676
C -5.27047 5.16045 1.59684
C -6.11813 5.00219 2.87055
N -6.18016 5.82160 0.62352
H -4.78166 1.21070 0.97798
H -6.51542 1.10390 0.96531
H -5.67878 1.77872 2.40072
H -3.87023 3.40351 1.40155
H -4.37175 4.16752 -0.03556
H -4.53181 5.92042 1.85435
H -6.21086 6.02607 3.25132
H -5.63237 4.46549 3.68691
H -7.14708 4.72792 2.65022
H -6.77605 5.09520 0.23274
H -5.64713 6.16545 -0.17058
C 1.86996 3.26607 2.99992
O 3.08791 3.28702 3.67674
C 4.17889 3.34178 2.78345
C 5.38953 2.68112 3.39255
C 5.78946 3.25503 4.75312
N 6.54781 2.66549 2.47827
H 1.06103 3.23675 3.72762
H 1.77940 2.40904 2.32041
H 1.72245 4.16958 2.38667
H 3.93659 2.80267 1.85690
H 4.35928 4.39483 2.50225
H 5.06476 1.65364 3.60237
H 5.88802 4.34217 4.72091
H 6.75961 2.85088 5.04271
H 5.05139 2.92810 5.48225
H 6.22108 2.34899 1.56210
H 6.74275 3.64987 2.27602
C -4.73776 -1.57793 3.02839
O -5.71159 -0.63875 3.38690
C -6.21439 -0.80901 4.69075
C -7.26373 -1.91276 4.79272
C -8.44980 -1.66674 3.87792
N -7.69925 -2.03417 6.17130
H -3.83253 -1.53691 3.65039
H -4.47029 -1.42648 1.98658
H -5.09498 -2.61449 3.11705
H -5.40361 -0.96014 5.41904
H -6.71945 0.11487 4.99548
H -6.80532 -2.86855 4.48312
H -9.03223 -2.58060 3.75148
H -8.08562 -1.40608 2.88036
H -9.07340 -0.84947 4.23835
H -8.38678 -2.73527 6.38086
H -6.98900 -1.95484 6.87918
C -2.21288 -0.23956 -0.69904
O -0.92767 -0.36035 -0.17705
C -0.84368 -1.49242 0.67344
C 0.55466 -1.71382 1.10193
N 1.02563 -0.62211 1.92771
C 2.39104 -0.76915 2.43081
C 3.49201 -0.45737 1.41707
O 3.21045 0.76784 0.79262
C 3.81874 0.84249 -0.47222
H -2.97483 -0.05770 0.07333
H -2.50484 -1.16319 -1.22990
H -2.29478 0.53707 -1.45864
H -1.30738 -2.37693 0.22552
H -1.52865 -1.30477 1.51707
H 1.12727 -1.76186 0.14825
H 0.72241 -2.71137 1.50566
H 1.00984 0.24404 1.39859
H 2.54614 -1.76806 2.84212
H 2.46665 -0.05820 3.26347
H 3.46980 -1.29815 0.71576
H 4.48397 -0.37226 1.87707
H 3.62998 1.77997 -0.99382
H 3.53685 0.01285 -1.12973
H 4.91845 0.81622 -0.37489
C 4.46170 3.95205 -6.25106
O 4.84201 3.10518 -5.19973
C 5.66365 3.74898 -4.23813
C 6.09986 2.73016 -3.21248
N 6.99781 1.74103 -3.74256
C 7.18958 0.61461 -2.84216
C 7.69805 -0.61236 -3.55710
O 6.96583 -0.87055 -4.72894
C 7.72428 -1.47945 -5.74689
H 4.00242 4.88561 -5.90101
H 3.66552 3.46572 -6.81759
H 5.32140 4.12756 -6.90574
H 5.11230 4.53656 -3.70769
H 6.53817 4.16368 -4.75677
H 5.23327 2.29798 -2.69002
H 6.65027 3.31716 -2.46063
H 6.71184 1.37804 -4.64425
H 6.27118 0.36661 -2.28166
H 7.91129 0.89974 -2.06696
H 7.67694 -1.46668 -2.87392
H 8.75040 -0.41568 -3.82355
H 8.04018 -2.48916 -5.44984
H 8.61589 -0.88392 -5.97068
H 7.08444 -1.57322 -6.62003
C -0.88269 -5.22903 2.09376
O -0.99351 -4.77331 0.75699
C -2.28545 -4.92808 0.21739
C -2.27643 -4.60564 -1.24104
N -1.51087 -5.58726 -1.99252
C -1.66761 -5.42859 -3.42577
C -0.85641 -6.45919 -4.19865
O 0.49903 -6.16706 -4.01240
C 1.34594 -6.95715 -4.81022
H -0.61498 -6.29224 2.09612
H -1.78432 -5.00916 2.66591
H 0.00218 -4.74104 2.50742
H -2.96018 -4.22953 0.74709
H -2.70709 -5.92771 0.38554
H -1.87251 -3.58770 -1.37928
H -3.29414 -4.59253 -1.63710
H -0.52192 -5.49761 -1.78947
H -1.21337 -4.47875 -3.77637
H -2.70866 -5.42854 -3.74665
H -1.12760 -6.34304 -5.25921
H -1.11671 -7.47240 -3.86200
H 1.10371 -8.01872 -4.69146
H 2.35940 -6.75748 -4.47073
H 1.26337 -6.68999 -5.87031
*
```

=====

[2]
The following is a DFT calculation (ωB97M-V/def2-TZVPD) of C46H28N8Os as an isolated structure.

The calculation puts the maximum force at 0.2 eV/A. The electronic energy comes out at -2298.67344 hartree. For the HOMO-LUMO gap, the calculation gives 4.61 eV. The calculation puts the HOMO energy at -0.05 eV.

Geometry as ORCA input:
```
! wB97M-V def2-TZVPD RIJCOSX def2/J DEFGRID3
* xyz -2 1
Os -0.11634 -0.83798 0.21348
C -4.33133 -1.17826 5.26410
C -5.27773 -1.40771 4.26200
C -4.89224 -1.52522 2.93241
C -3.54435 -1.41519 2.63215
C -2.82581 -1.46815 1.34412
N -3.42275 -1.62806 0.21569
C -2.75757 -1.71379 -0.98925
C -3.34300 -2.14700 -2.19874
C -4.63816 -2.57105 -2.54311
C -4.88609 -2.97735 -3.83190
C -3.84733 -2.99225 -4.80248
C -2.57016 -2.60432 -4.48209
C -2.29775 -2.16453 -3.17193
C -1.12835 -1.74790 -2.51155
N 0.11577 -1.66038 -3.08543
C 1.19578 -1.40065 -2.44566
N 1.38597 -1.13684 -1.08885
C 2.71275 -0.84247 -0.83519
N 3.29114 -0.55497 0.27762
C 2.63309 -0.53470 1.48659
N 1.29136 -0.64273 1.68819
C 1.02505 -0.63686 3.03080
N -0.21250 -0.78597 3.61601
C -1.28441 -1.08299 2.97934
N -1.48147 -1.30819 1.62003
C -2.60369 -1.18899 3.62888
C -2.98179 -1.06309 4.95555
C 2.23542 -0.46115 3.72784
C 2.56978 -0.38095 5.09568
C 3.88670 -0.23186 5.45076
C 4.91248 -0.17146 4.46720
C 4.60983 -0.26569 3.13051
C 3.26604 -0.40577 2.74277
C 3.43359 -0.93177 -2.11831
C 4.76804 -0.73118 -2.43096
C 5.16124 -0.89366 -3.75321
C 4.23454 -1.25332 -4.73588
C 2.89846 -1.45428 -4.41510
C 2.51137 -1.28525 -3.09514
N -1.44136 -1.45736 -1.20966
H -4.65888 -1.08487 6.29420
H -6.32613 -1.48919 4.52917
H -5.61032 -1.69425 2.13845
H -5.42244 -2.56441 -1.79305
H -5.88304 -3.29827 -4.11774
H -4.07277 -3.32372 -5.81184
H -1.77518 -2.62518 -5.22047
H -2.23352 -0.87557 5.71681
H 1.78778 -0.43513 5.84585
H 4.15743 -0.16414 6.50022
H 5.94418 -0.05456 4.78373
H 5.38544 -0.22516 2.37246
H 5.46828 -0.45064 -1.65288
H 6.19847 -0.73910 -4.03113
H 4.56606 -1.37429 -5.76189
H 2.16452 -1.72786 -5.16434
C -0.18491 1.99423 1.16602
C 1.01457 2.85343 0.84381
C 2.19866 2.69992 1.56026
C 3.30135 3.50217 1.29311
C 3.24229 4.46197 0.29324
C 2.07019 4.61415 -0.43701
C 0.96846 3.81593 -0.16454
H -1.06081 2.64575 1.28836
H -0.00740 1.49271 2.11981
H 2.25892 1.92987 2.32268
H 4.21528 3.35158 1.85768
H 4.10645 5.08069 0.07578
H 2.01539 5.35285 -1.22983
H 0.05931 3.93483 -0.74426
C -0.50128 0.96212 0.08741
C -1.20679 1.55619 -1.08540
C -0.63430 1.52648 -2.35577
C -1.26784 2.12564 -3.43611
C -2.49868 2.74536 -3.27333
C -3.09315 2.75900 -2.01755
C -2.44807 2.17931 -0.93604
H 0.31117 1.01568 -2.49071
H -0.80532 2.08172 -4.41651
H -3.00279 3.19476 -4.12214
H -4.07053 3.21115 -1.88333
H -2.92429 2.18018 0.03952
*
```

=====

[3]
The following is a DFT calculation (ωB97M-V/def2-TZVPD) of C46H29N9O2V as an isolated structure.

As for the expectation value of S²: 4.235. The calculation puts the maximum force at 3.0 eV/A. The electronic energy comes out at -3357.79682 hartree. For the HOMO-LUMO gap (alpha / beta), the calculation gives 4.16 / 5.00 eV. The calculation puts the HOMO energy (alpha / beta) at -5.69 / -6.51 eV.

Geometry as ORCA input:
```
! wB97M-V def2-TZVPD RIJCOSX def2/J DEFGRID3
* xyz 0 4
V 0.38170 0.33391 0.13196
C 3.05194 -5.17560 2.33241
C 1.89375 -5.77499 1.80904
C 0.85513 -5.00906 1.31075
C 1.00469 -3.62695 1.34631
C 0.12982 -2.54225 0.90675
N -1.08425 -2.72162 0.42673
C -1.83317 -1.71949 -0.02829
C -3.23205 -1.86696 -0.42529
C -4.11659 -2.93271 -0.33133
C -5.41529 -2.72230 -0.76693
C -5.81751 -1.47868 -1.27667
C -4.92965 -0.41841 -1.36317
C -3.62931 -0.63786 -0.93227
C -2.46994 0.24699 -0.83318
N -2.44799 1.49716 -1.29269
C -1.46716 2.33155 -1.02218
N -0.43807 2.13783 -0.13328
C 0.27071 3.30506 -0.01453
N 1.24938 3.55608 0.83087
C 1.84607 2.59289 1.52959
N 1.74723 1.24245 1.31531
C 2.59838 0.60230 2.17177
N 2.79191 -0.70996 2.28293
C 1.96772 -1.59049 1.75573
N 0.76523 -1.34470 1.14312
C 2.14879 -3.03603 1.86271
C 3.19358 -3.80010 2.36785
C 3.29995 1.59021 2.97431
C 4.22567 1.45979 4.00442
C 4.64706 2.61709 4.63327
C 4.14165 3.87560 4.25537
C 3.21465 3.99745 3.23636
C 2.81127 2.83299 2.59019
C -0.29273 4.29201 -0.93194
C 0.10233 5.58389 -1.25173
C -0.61984 6.24774 -2.22882
C -1.71134 5.63596 -2.86763
C -2.09912 4.34735 -2.54345
C -1.36600 3.68567 -1.56686
N -1.42690 -0.43538 -0.27918
H 3.84549 -5.80560 2.71377
H 1.81812 -6.85504 1.79584
H -0.04213 -5.45933 0.90499
H -3.79613 -3.88810 0.06637
H -6.13574 -3.52833 -0.71071
H -6.84130 -1.34701 -1.60232
H -5.23064 0.54502 -1.75447
H 4.08150 -3.32845 2.76959
H 4.59660 0.48473 4.29575
H 5.36842 2.55746 5.43888
H 4.47786 4.76055 4.78176
H 2.81309 4.96135 2.94803
H 0.94828 6.04477 -0.75647
H -0.33968 7.25477 -2.51029
H -2.25181 6.18384 -3.62918
H -2.93277 3.86120 -3.03438
C 3.84166 4.95499 0.33043
O 3.58416 4.08615 -0.76438
C 3.93458 2.76161 -0.69995
C 4.85923 2.22947 0.17619
C 5.19913 0.87904 0.08732
C 4.65184 0.09675 -0.91409
C 3.72700 0.63533 -1.80344
C 3.31645 1.95208 -1.67245
N 2.35339 2.58112 -2.46782
C 1.50386 2.12780 -3.45804
C 0.92035 0.84309 -3.67879
C 0.38141 0.57441 -4.96240
C -0.18997 -0.63909 -5.28403
C -0.25517 -1.65245 -4.32653
C 0.21495 -1.39689 -3.04671
C 0.76012 -0.17124 -2.72171
O 1.11650 0.07864 -1.40817
H 4.27097 4.43061 1.18009
H 2.89403 5.39286 0.64058
H 4.52703 5.73708 0.00461
H 5.33665 2.85027 0.92210
H 5.91360 0.46231 0.78640
H 4.93413 -0.94409 -1.00927
H 3.31378 0.02256 -2.59258
H 2.36683 3.58225 -2.35927
H 1.23521 2.90712 -4.16079
H 0.44850 1.35745 -5.71138
H -0.57994 -0.80440 -6.28048
H -0.67794 -2.61888 -4.56849
H 0.14577 -2.14611 -2.26615
*
```

=====

[4]
The following is a DFT calculation (ωB97M-V/def2-TZVPD) of C46H32Br4N5O5PW as an isolated structure.

The calculation puts the maximum force at 2.9 eV/A. The electronic energy comes out at -13126.78096 hartree. For the HOMO-LUMO gap (alpha / beta), the calculation gives 5.41 / 5.42 eV. The calculation puts the HOMO energy (alpha / beta) at -6.52 / -6.53 eV.

Geometry as ORCA input:
```
! wB97M-V def2-TZVPD RIJCOSX def2/J DEFGRID3
* xyz 0 1
W 0.07249 -0.66199 -0.26857
C -2.61011 -2.04399 -3.57657
C -1.74581 -1.95639 -2.35687
N -1.39381 -0.78219 -1.81017
N -1.72071 0.36231 -2.44997
C -1.12561 1.39611 -1.90067
O -0.52071 1.23131 -0.72807
C -1.07121 2.65231 -2.62177
C -0.17901 3.65341 -2.23097
C -0.05501 4.80861 -2.97467
C -0.80551 4.98251 -4.12737
C -1.69181 3.99111 -4.52717
C -1.82391 2.83621 -3.78747
C -1.19171 -3.06079 -1.68007
C -1.43001 -4.40779 -2.02297
C -0.81191 -5.42029 -1.33457
C 0.05759 -5.08299 -0.28707
C 0.25759 -3.75809 0.01863
N -0.33611 -2.72679 -0.62907
H -2.76021 -1.03549 -3.95447
H -3.57131 -2.49789 -3.33427
H -2.12821 -2.63989 -4.34817
H 0.43939 3.49291 -1.36177
H 0.65009 5.56431 -2.66177
H -0.70541 5.88251 -4.71437
H -2.27251 4.11431 -5.43037
H -2.49891 2.05001 -4.08177
H -2.09931 -4.61399 -2.84157
H -0.98371 -6.45309 -1.59027
H 0.58559 -5.83629 0.27113
H 0.95159 -3.49659 0.81303
O 1.73859 -2.76899 2.59203
C 1.52349 -1.58659 2.41903
O 0.49869 -1.12279 1.75013
C 2.34799 -0.51379 3.06343
C 3.09369 -0.80089 4.19993
C 3.71929 0.22151 4.88843
C 3.62719 1.52581 4.42713
C 2.93799 1.80751 3.25893
C 2.27689 0.79381 2.57393
P 1.24929 1.16321 1.08973
C -0.22241 1.82701 1.96803
C -0.70291 1.14271 3.08693
C -1.89251 1.51091 3.68543
C -2.62121 2.58131 3.19023
C -2.15101 3.27231 2.08523
C -0.96731 2.89751 1.47453
C 2.16029 2.58331 0.36823
C 1.99209 3.92811 0.67723
C 2.74149 4.89161 0.02173
C 3.68589 4.51761 -0.91967
C 3.87549 3.17691 -1.21937
C 3.10509 2.21621 -0.59057
H 3.14529 -1.82379 4.53913
H 4.26519 0.00201 5.79253
H 4.08959 2.33051 4.97903
H 2.89149 2.82311 2.89333
H -0.14691 0.30881 3.48763
H -2.24821 0.94861 4.53673
H -3.54831 2.87331 3.66253
H -2.71391 4.10531 1.68683
H -0.63961 3.43381 0.59883
H 1.27699 4.22301 1.43023
H 2.59219 5.93801 0.25343
H 4.27179 5.27171 -1.42537
H 4.62269 2.88671 -1.94227
H 3.22939 1.16411 -0.82867
Br 3.84559 -5.22199 -3.48847
C 2.97719 -3.60609 -3.07707
C 2.38499 -2.86269 -4.08567
Br 2.42389 -3.48659 -5.86027
C 1.72209 -1.67219 -3.78327
Br 0.84859 -0.64699 -5.10407
C 1.62789 -1.25609 -2.46787
O 1.01099 -0.17219 -2.04527
C 2.21199 -2.03259 -1.42677
O 1.96729 -1.55879 -0.21717
C 2.90699 -3.18739 -1.74477
Br 3.69369 -4.18849 -0.35647
N -4.01401 -0.26669 1.33903
C -2.90711 0.08621 0.62763
N -1.88471 -0.75699 0.82813
C -2.37461 -1.71619 1.71613
C -1.78761 -2.84519 2.28263
C -2.56041 -3.63369 3.11813
C -3.88281 -3.32199 3.41213
C -4.48261 -2.19389 2.88283
C -3.71631 -1.40979 2.03173
H -4.89641 0.21781 1.34813
H -2.87071 0.96391 0.00663
H -0.76021 -3.10569 2.10293
H -2.12061 -4.51889 3.54953
H -4.44631 -3.96579 4.06813
H -5.50181 -1.93359 3.11893
*
```